Entry from the Open Molecules 2025 dataset: a molecular structure, C6H31B4NO2Sn (ωB97M-V/def2-TZVPD).

Output
energy above the lowest of the compared OMol25 structures with the same formula, charge and spin = 0.7718 eV

```
! RIJCOSX wB97M-V def2-TZVPD def2/J DEFGRID3
* xyz -2 1
Sn -11.46 0.63 19.37
B -9.65 -1.84 20.00
H -8.82 -1.52 19.22
H -10.62 -2.06 19.38
H -9.30 -2.86 20.45
H -9.81 -0.99 20.80
B -12.22 0.11 22.29
H -12.70 -0.06 23.34
H -11.33 0.89 22.30
H -11.77 -0.84 21.78
H -13.06 0.64 21.65
B -12.21 -0.26 16.27
H -11.99 0.76 16.82
H -13.35 -0.49 16.35
H -11.89 -0.16 15.14
H -11.63 -1.19 16.68
B -13.88 -1.57 19.44
H -14.66 -2.28 19.95
H -12.78 -1.88 19.69
H -14.02 -1.55 18.28
H -14.13 -0.50 19.87
C -8.06 1.12 21.03
O -9.24 1.87 20.78
C -9.32 3.16 21.36
C -10.46 3.85 20.61
N -11.76 3.24 20.62
C -12.74 4.09 19.96
C -14.01 3.34 19.56
O -13.59 2.51 18.50
C -14.61 1.87 17.76
H -7.21 1.81 20.93
H -7.99 0.43 20.19
H -8.00 0.65 22.01
H -8.36 3.64 21.12
H -9.45 3.06 22.44
H -10.07 4.01 19.60
H -10.49 4.84 21.10
H -11.98 3.02 21.59
H -12.35 4.61 19.09
H -12.97 4.93 20.64
H -14.76 4.06 19.24
H -14.37 2.70 20.37
H -14.97 1.03 18.36
H -14.06 1.35 16.97
H -15.38 2.50 17.31
*
```

Atomic partial charges in e from the Mulliken method, atoms 1 to 5: atom 1 (Sn): 0.11, atom 2 (B): 0.51, atom 3 (H): -0.30, atom 4 (H): -0.24, atom 5 (H): -0.23

Entry from the Open Molecules 2025 dataset: a single C4H3FN2 molecule (ωB97M-V/def2-TZVPD).

Output
SMILES = [H]/N=C1/C=C(F)C=N1
energy above the lowest of the compared OMol25 structures with the same formula, charge and spin = 1.3785 eV

```
! RIJCOSX wB97M-V def2-TZVPD def2/J DEFGRID3
* xyz 0 1
H -1.78 0.57 2.05
N -1.30 1.16 1.38
C -0.58 0.45 0.63
C 0.25 0.95 -0.49
C 0.83 -0.16 -0.97
F 1.67 -0.29 -1.98
C 0.36 -1.32 -0.18
N -0.45 -0.98 0.74
H 0.34 1.97 -0.79
H 0.67 -2.35 -0.38
*
```

Atomic partial charges in e from the Mulliken method, atoms 1 to 5: atom 1 (H): 0.32, atom 2 (N): -0.60, atom 3 (C): 0.51, atom 4 (C): -0.60, atom 5 (C): 0.66

Entry from the Open Molecules 2025 dataset: a molecular structure, C26H22N12OPdS2 (ωB97M-V/def2-TZVPD).

```
! RIJCOSX wB97M-V def2-TZVPD def2/J DEFGRID3
* xyz 2 1
Pd -0.14 0.11 0.20
N -1.38 3.50 0.31
C -2.07 2.48 0.88
N -1.62 1.25 1.03
C -2.54 0.46 1.73
C -3.69 1.07 2.04
S -3.65 2.71 1.51
C -2.04 -0.87 2.10
C -2.60 -1.82 2.88
S -1.49 -3.12 3.13
C -0.31 -2.31 2.17
N -0.73 -1.16 1.68
N 0.91 -2.84 1.95
H -0.39 3.39 0.21
H -1.70 4.44 0.47
H -4.54 0.69 2.59
H -3.57 -1.83 3.34
H 1.21 -3.60 2.53
H 1.63 -2.22 1.63
C 2.09 -4.34 -2.11
N 1.95 -3.01 -1.51
C 0.85 -2.41 -1.08
N 1.18 -1.21 -0.59
C 2.53 -1.14 -0.79
N 3.02 -2.21 -1.34
C 2.00 -4.34 -3.61
C 2.85 -5.17 -4.35
C 2.71 -5.26 -5.72
C 1.75 -4.51 -6.38
C 0.92 -3.67 -5.65
C 1.04 -3.60 -4.27
C -0.07 -2.83 -6.32
N -0.72 -3.02 -7.41
N -1.53 -1.91 -7.59
C -1.31 -1.14 -6.59
O -0.39 -1.65 -5.73
C -1.87 0.18 -6.27
C -3.10 0.57 -6.79
C -3.61 1.81 -6.45
C -2.90 2.66 -5.61
C -1.66 2.28 -5.11
C -0.85 3.23 -4.27
N -0.23 2.56 -3.12
C -0.75 1.66 -2.30
N 0.18 1.33 -1.39
C 1.27 2.06 -1.75
N 1.04 2.82 -2.79
C -1.15 1.04 -5.45
H 1.32 -4.96 -1.65
H 3.06 -4.72 -1.78
H -0.12 -2.86 -1.08
H 3.13 -0.30 -0.49
H 3.61 -5.75 -3.84
H 3.37 -5.90 -6.29
H 1.64 -4.56 -7.46
H 0.37 -2.94 -3.72
H -3.64 -0.10 -7.44
H -4.57 2.12 -6.85
H -3.31 3.63 -5.36
H -1.46 4.05 -3.90
H -0.01 3.65 -4.83
H -1.76 1.28 -2.36
H 2.21 2.04 -1.24
H -0.17 0.73 -5.09
*
```

Atomic partial charges in e from the Mulliken method, atoms 1 to 5: atom 1 (Pd): 1.10, atom 2 (N): -0.35, atom 3 (C): 0.42, atom 4 (N): -0.14, atom 5 (C): -0.20

Entry from the Open Molecules 2025 dataset: a single C3H3N3O2 molecule (ωB97M-V/def2-TZVPD).

Output
SMILES = O=Cn1nncc1O
energy above the lowest of the compared OMol25 structures with the same formula, charge and spin = 5.4971 eV

```
! RIJCOSX wB97M-V def2-TZVPD def2/J DEFGRID3
* xyz 0 1
O 0.00 0.70 -2.48
C 0.80 0.40 -1.64
N 0.69 0.48 -0.08
N 1.63 -0.35 0.59
N 0.96 -1.01 1.55
C -0.25 -0.53 1.53
C -0.60 0.04 0.36
O -1.66 0.58 -0.44
H 1.88 0.41 -1.57
H -1.09 -1.12 2.07
H -2.36 0.40 0.11
*
```

Atomic partial charges in e from the Mulliken method, atoms 1 to 5: atom 1 (O): -0.38, atom 2 (C): 0.11, atom 3 (N): 0.23, atom 4 (N): -0.38, atom 5 (N): -0.26

| no. | Kohn-Sham gap (eV) | largest force on an atom (eV Å⁻¹) |
| --- | --- | --- |
| 1 | 6.44 | 2.9 |
| 2 | 9.41 | 0.6 |
| 3 | 7.09 | 0.3 |
| 4 | 9.80 | 9.1 |